Entry 1:
Formula: C21H72N6O15
Source: the Open Molecules 2025 dataset
Level of theory: ωB97M-V with the def2-TZVPD basis set

Output
**Total energy**: -62590.924 eV
**HOMO-LUMO gap**: 0.287 Ha
**HOMO**: -8.057 eV
**Total charge**: 0
**ΔE to the lowest compared entry with this formula, charge and spin**: 176.5 kJ/mol

Cartesian coordinates (Å):
O (-3.36913, 0.67241, -1.36727)
O (-1.31913, 0.44941, 4.35073)
O (-5.21913, 2.01241, 3.46673)
O (3.43187, 5.07041, 0.48373)
O (0.87487, -0.44959, -3.66827)
O (-1.43113, -1.13759, -5.22627)
O (4.90387, 2.02141, 4.93473)
O (-0.58213, 3.71841, -1.95127)
O (-2.38513, 5.60241, 1.35173)
O (3.22787, -1.05759, -0.05827)
O (-1.78713, -1.63359, 2.19573)
O (-0.98413, -0.08859, -1.73727)
O (-3.43813, -2.65259, -1.63327)
O (0.70087, -3.45959, -1.44127)
O (0.30687, -3.18059, 2.90573)
N (-3.98513, 0.08441, 2.97273)
N (3.09787, -3.27859, -1.94127)
N (1.91387, -4.45259, -3.24727)
N (-4.00613, -4.95859, -1.66727)
N (-1.86513, -4.45659, -1.44527)
N (-4.37513, 1.40941, 1.28973)
C (-1.57713, 1.81841, 4.33073)
C (-0.21313, -0.26659, -0.59027)
C (2.29887, -0.33659, -3.46727)
C (3.36387, 3.64241, 0.22573)
C (-2.13113, -1.85859, -4.21527)
C (-2.53913, -2.52659, 1.28873)
C (-3.28813, -2.69059, -4.72427)
C (0.31187, 2.91641, -2.66527)
C (-4.51313, 1.19041, 2.56373)
C (2.08187, -1.71559, 3.23073)
C (-0.46413, 0.70541, 0.58573)
C (1.47087, -2.68159, 2.29973)
C (4.50987, 0.66841, -1.02327)
C (1.97187, 3.16741, 0.68073)
C (-3.50013, 2.00441, -1.89027)
C (-1.82713, 4.29941, 1.12073)
C (-3.11413, -4.01459, -1.57227)
C (4.02087, 1.76641, 3.84073)
C (4.10587, 0.03341, 0.30673)
C (1.87087, -3.71159, -2.15927)
C (2.65387, 1.42041, 4.37673)
H (-3.65313, 1.99941, -2.95027)
H (-3.43713, -1.94959, 0.81773)
H (-3.38713, -0.61359, 2.45273)
H (4.37687, 0.85941, 3.27573)
H (-1.59813, -2.47859, -3.49827)
H (1.76387, 2.15841, 0.41773)
H (1.13987, 3.67641, 0.21273)
H (-5.01513, -4.70859, -1.87527)
H (4.92187, -0.38059, 0.91973)
H (1.17987, 3.45641, -3.07427)
H (-1.00113, 4.60341, 0.50773)
H (-0.62313, 2.34541, 4.21773)
H (0.82487, -0.15559, -0.78927)
H (-0.12213, 4.24641, -1.29727)
H (-2.93513, -3.30859, 1.89473)
H (-0.52513, -0.63859, -2.33527)
H (-1.52713, -5.41559, -1.52127)
H (1.92787, 3.15141, 1.76673)
H (2.15287, -3.55359, 2.14973)
H (1.34387, -0.82659, 3.48273)
H (2.22587, -2.08759, 4.23673)
H (2.71987, 0.39641, 4.73073)
H (-0.01713, -3.93059, 2.35373)
H (5.14287, 1.51841, -0.81927)
H (-1.50613, 0.55241, 0.91073)
H (0.77887, 2.28441, -1.94527)
H (3.46787, -1.71859, 0.57873)
H (2.81087, -0.83659, -4.26927)
H (0.71387, -0.19259, -4.58527)
H (-3.86813, 0.87241, 0.61473)
H (3.67887, -3.21859, -2.76727)
H (-1.00213, -2.15759, 2.43873)
H (-0.29513, -1.33159, -0.42327)
H (2.46387, -0.90159, -2.54327)
H (-2.09713, -0.58359, -5.69727)
H (2.30087, 2.04841, 5.18773)
H (1.33087, -2.20059, 1.31873)
H (-2.52613, -1.17859, -3.50727)
H (-1.90613, 0.06641, 3.74673)
H (-4.15313, -0.11359, 3.98873)
H (2.78087, -4.65959, -3.77127)
H (-3.02813, -3.44059, -5.53627)
H (-2.10713, 2.03941, 5.30373)
H (2.60687, 0.69541, -3.41027)
H (1.10587, -5.05959, -3.43527)
H (4.13487, 2.56241, 3.14373)
H (3.26587, -2.65259, -1.13627)
H (-4.14513, -2.05559, -5.00327)
H (-0.49213, 1.74441, 0.22473)
H (4.20587, 3.02941, 0.66873)
H (-1.81113, 6.15541, 1.86873)
H (-1.17413, -3.70559, -1.33427)
H (3.43187, 3.60841, -0.80927)
H (-3.79013, -5.97559, -1.79727)
H (-2.07213, 2.06041, 3.43173)
H (5.52687, 2.70041, 4.65173)
H (1.85887, 1.43441, 3.64073)
H (3.00987, -1.30959, 2.79673)
H (4.97687, -0.02359, -1.74327)
H (-0.11613, 2.34641, -3.56827)
H (-4.80313, 2.23941, 0.91773)
H (2.78587, 5.45241, -0.08427)
H (0.11487, 0.47041, 1.48373)
H (-2.65013, 2.64541, -1.66427)
H (3.63387, 0.99441, -1.49527)
H (-3.70513, -3.31359, -3.91727)
H (-1.87313, -2.94359, 0.46973)
H (-4.32413, 2.58941, -1.57027)
H (-2.41713, 3.50741, 0.66673)
H (-1.43413, 3.82041, 2.05873)
H (3.68487, 0.84841, 0.94873)
H (-2.45613, 0.37541, -1.43327)

Entry 2:
Formula: C8H6N4
Source: the Open Molecules 2025 dataset
Level of theory: ωB97M-V with the def2-TZVPD basis set

Output
**Total energy**: -14350.493 eV
**HOMO-LUMO gap**: 0.435 Ha
**HOMO**: -12.046 eV
**Total charge**: 0
**ΔE to the lowest compared entry with this formula, charge and spin**: 27.9 kJ/mol
**SMILES**: CC(C#N)(C#N)C(C)(C#N)C#N

Cartesian coordinates (Å):
N (-2.04089, 0.89126, -1.83338)
N (2.10986, -1.06345, 1.80407)
N (-1.67958, 0.44039, 2.29523)
N (1.74686, -0.14516, -2.22433)
C (0.78566, 0.34712, 0.06959)
C (0.72242, 1.85546, 0.39785)
C (-1.36386, -0.00811, 1.30570)
C (1.53489, -0.51934, 0.97214)
C (-0.76436, -1.85930, -0.39593)
C (1.33101, 0.11793, -1.18779)
C (-1.46729, 0.32701, -1.02449)
C (-0.80257, -0.40721, 0.00122)
H (-0.83719, -2.37708, 0.49389)
H (0.93539, 2.20106, 1.43521)
H (-0.15612, 2.21028, 0.02420)
H (0.06047, -2.18491, -0.94662)
H (1.57236, 2.29497, -0.26302)
H (-1.68707, -2.12095, -0.92353)

Entry 3:
Formula: C3H3NO
Source: the Open Molecules 2025 dataset
Level of theory: ωB97M-V with the def2-TZVPD basis set

Output
**Total energy**: -6692.638 eV
**HOMO-LUMO gap (spin up / spin down)**: 0.309 / 0.309 Ha
**HOMO (spin up / spin down)**: -8.303 / -8.302 eV
**Total charge**: 0
**ΔE to the lowest compared entry with this formula, charge and spin**: 371.9 kJ/mol

Cartesian coordinates (Å):
O (3.05873, 0.07564, -0.38868)
N (0.66463, -1.39492, -0.00555)
C (2.09924, 0.16840, 0.22559)
C (0.00199, -0.26218, -0.45414)
C (0.83356, -0.19130, 0.74910)
H (0.45291, 0.31605, -1.40286)
H (0.54980, 0.04565, 1.75299)
H (-1.16780, -0.05655, -0.40620)

Entry 4:
Formula: C6H6IN2
Source: the Open Molecules 2025 dataset
Level of theory: ωB97M-V with the def2-TZVPD basis set

Output
**Total energy**: -17390.526 eV
**HOMO-LUMO gap**: 0.288 Ha
**HOMO**: -12.191 eV
**Total charge**: +1
**ΔE to the lowest compared entry with this formula, charge and spin**: 0.0 kJ/mol
**SMILES**: C#[N+]c1cn(C)cc1I

Cartesian coordinates (Å):
I (3.45813, 0.84728, 0.09004)
N (-0.77204, 0.75289, 0.00897)
N (1.42015, -2.11423, 0.00313)
C (0.37253, 1.44827, 0.15435)
C (0.82491, -0.78601, 0.02911)
C (1.84928, -3.16654, 0.01916)
C (-2.01532, 1.41287, -0.00355)
C (-0.54043, -0.59722, -0.11423)
C (1.43393, 0.52377, 0.16073)
H (-2.80915, 1.06554, 0.66912)
H (-2.34457, 1.22098, -0.94705)
H (-2.06259, 2.50631, 0.03563)
H (-1.25589, -1.41539, -0.13167)
H (2.19009, -4.15698, -0.14774)
H (0.25098, 2.45847, 0.17402)

Entry 5:
Formula: C5H9NO
Source: the Open Molecules 2025 dataset
Level of theory: ωB97M-V with the def2-TZVPD basis set

Output
**Total energy**: -8867.971 eV
**HOMO-LUMO gap**: 0.424 Ha
**HOMO**: -10.838 eV
**Total charge**: 0
**ΔE to the lowest compared entry with this formula, charge and spin**: 119.8 kJ/mol
**SMILES**: C[C@@H](O)[C@@H](C)C#N

Cartesian coordinates (Å):
O (-0.97453, -1.23361, 1.34200)
N (0.42019, 2.97023, 0.81825)
C (0.63774, 0.37590, 0.45621)
C (-1.34760, -0.79177, -0.92451)
C (1.69517, 0.07978, -0.62198)
C (-0.82806, -0.20238, 0.37851)
C (0.54429, 1.83175, 0.65193)
H (2.64937, 0.50515, -0.28767)
H (-1.28326, -0.10040, -1.76960)
H (-1.49189, 0.63486, 0.63331)
H (1.84278, -0.99496, -0.75787)
H (1.45562, 0.53596, -1.58675)
H (-0.84418, -1.73023, -1.17567)
H (-2.40483, -1.02497, -0.75477)
H (1.02961, -0.03570, 1.39425)
H (-1.10042, -0.81959, 2.20437)

Entry 6:
Formula: O5S2
Source: the Open Molecules 2025 dataset
Level of theory: ωB97M-V with the def2-TZVPD basis set

Output
**Total energy**: -31902.040 eV
**HOMO-LUMO gap (spin up / spin down)**: 0.174 / 0.179 Ha
**HOMO (spin up / spin down)**: 0.937 / 0.788 eV
**Total charge**: -2
**ΔE to the lowest compared entry with this formula, charge and spin**: 514.3 kJ/mol

Cartesian coordinates (Å):
S (1.06784, -0.41383, 0.13002)
S (-0.94788, 0.35634, -0.32784)
O (1.67626, 0.14130, 1.33160)
O (-3.85416, -0.09518, 0.27745)
O (1.85156, 0.01217, -1.11997)
O (0.89227, -1.82412, 0.19466)
O (-0.68590, 1.82332, -0.48592)

Entry 7:
Formula: C4BO8Sn
Source: the Open Molecules 2025 dataset
Level of theory: ωB97M-V with the def2-TZVPD basis set

Output
**Total energy**: -27026.997 eV
**HOMO-LUMO gap**: 0.064 Ha
**HOMO**: -11.750 eV
**Total charge**: +1
**ΔE to the lowest compared entry with this formula, charge and spin**: 244.3 kJ/mol

Cartesian coordinates (Å):
Sn (-3.31991, 2.60382, -3.86668)
O (-0.43966, -1.43793, -2.82321)
O (2.71903, -0.13184, 2.72146)
O (-1.00761, 1.51834, -2.44185)
O (1.58274, 0.12986, 0.72954)
O (-0.33103, 1.03962, -0.35279)
O (0.00563, -1.02919, 3.63775)
O (-0.59766, -0.52901, 1.54420)
O (0.23551, -1.15680, -0.67450)
C (-0.36300, -0.79700, -1.76613)
C (1.72102, -0.18660, 1.99201)
C (0.26525, -0.61864, 2.50093)
C (-0.65788, 0.74743, -1.55522)
B (0.18760, -0.15211, 0.35444)

Entry 8:
Formula: C6H10N
Source: the Open Molecules 2025 dataset
Level of theory: ωB97M-V with the def2-TZVPD basis set

Output
**Total energy**: -7864.429 eV
**HOMO-LUMO gap**: 0.355 Ha
**HOMO**: -14.296 eV
**Total charge**: +1
**ΔE to the lowest compared entry with this formula, charge and spin**: 185.2 kJ/mol
**SMILES**: C=C1C[N+](=C)[C@H]1C

Cartesian coordinates (Å):
N (1.18286, -0.43106, 0.30595)
C (2.31424, -0.07856, -0.15601)
C (-2.21001, -0.88284, -0.19113)
C (-0.92005, -0.83211, 0.11780)
C (-0.25264, 0.43665, 0.55831)
C (-0.27738, 1.77419, -0.09747)
C (0.40126, -1.67006, 0.11578)
H (0.72015, -2.10212, -0.77855)
H (-2.73577, 0.03771, -0.06558)
H (-0.11679, 1.60014, -1.16171)
H (-0.13412, 0.62529, 1.64136)
H (3.00395, -0.75017, -0.47758)
H (2.48722, 0.93188, -0.00300)
H (0.32818, -2.30158, 1.01333)
H (0.64152, 2.49400, 0.34977)
H (-2.81670, -1.71760, -0.48615)
H (-1.22490, 2.20549, -0.02744)